# 1
Molecular formula: C43H77BaN10O
Method: DFT, wB97M-V/def2-TZVPD

Properties
**LUMO energy**: -5.8 eV
**E_HOMO**: -0.3134 hartree
**Net charge**: +1
**M**: 887.5 g mol⁻¹

CARTESIAN COORDINATES (ANGSTROEM)
Ba  -4.44458  1.05305  -5.96713
C  -0.39922  1.77077  -0.31340
C  -0.48157  0.33137  -0.95155
C  -0.68412  -0.69651  0.15459
O  -1.44526  0.24212  -1.98779
H  0.22402  1.61374  0.56695
H  -1.35620  2.19676  -0.01205
H  0.10935  2.40840  -1.03651
H  0.49250  0.04918  -1.35112
H  -0.63898  -1.72885  -0.19231
H  -1.62960  -0.63824  0.69382
H  0.08755  -0.66055  0.92358
C  -4.50790  -2.27826  5.68810
C  -4.82480  -2.30546  7.19143
C  -3.97634  -3.40827  7.88487
C  -2.54296  -3.14033  7.94589
N  -1.44775  -2.90148  8.08446
H  -4.77494  -3.20890  5.18741
H  -3.44433  -2.07980  5.55565
H  -5.01467  -1.55668  5.04732
H  -5.89057  -2.46643  7.35370
H  -4.63749  -1.35281  7.68690
H  -4.03995  -4.41636  7.47523
H  -4.24734  -3.51375  8.93536
C  4.78016  2.77986  -8.44574
C  4.42788  3.13276  -7.01324
C  3.42536  2.19164  -6.46750
C  2.09565  2.22123  -7.13630
N  1.00912  2.28739  -7.58240
H  5.55729  3.39081  -8.90498
H  3.89702  2.85569  -9.08010
H  5.08420  1.73926  -8.55894
H  4.12671  4.18014  -7.03270
H  5.35040  3.15644  -6.43317
H  3.27790  2.38320  -5.40464
H  3.71268  1.14265  -6.53943
C  -0.23021  -7.49108  2.63840
C  -0.30372  -8.45830  3.83080
C  -1.11428  -7.94844  5.00775
C  -2.54885  -7.74030  4.66128
N  -3.66664  -7.63504  4.38308
H  0.17399  -6.54648  3.00233
H  -1.18868  -7.23823  2.18506
H  0.46153  -7.90297  1.90360
H  0.69163  -8.67519  4.21855
H  -0.75045  -9.36527  3.42348
H  -0.68613  -6.98187  5.27331
H  -1.07299  -8.53759  5.92387
C  0.42320  7.67710  -5.71091
C  0.60824  7.24929  -4.24348
C  -0.73104  7.30277  -3.40805
C  -1.79288  6.46509  -3.93779
N  -2.67509  5.79988  -4.34970
H  -0.18966  6.93173  -6.21778
H  1.33919  7.69797  -6.30136
H  -0.04385  8.65294  -5.84399
H  1.36371  7.80580  -3.68880
H  1.01807  6.23983  -4.20989
H  -1.10648  8.29832  -3.17134
H  -0.54070  6.89491  -2.41532
C  1.15439  -7.49902  -5.52131
C  0.17912  -6.55771  -4.65709
C  0.66859  -5.12903  -4.35806
C  1.99199  -5.03458  -3.71405
N  3.05802  -4.95035  -3.20097
H  2.09797  -7.60157  -4.98536
H  1.41622  -7.07286  -6.48977
H  0.81691  -8.51973  -5.70121
H  -0.06730  -6.97488  -3.68070
H  -0.78312  -6.46845  -5.16132
H  -0.05272  -4.59637  -3.73831
H  0.76405  -4.57595  -5.29245
C  8.07501  0.97975  -2.18693
C  6.78693  0.66493  -1.45251
C  6.31517  1.76922  -0.45472
C  6.02961  3.11376  -1.02822
N  5.84440  4.15954  -1.52217
H  8.02639  1.73549  -2.97089
H  8.44017  0.10842  -2.73058
H  8.81823  1.26543  -1.44254
H  6.92682  -0.27302  -0.91511
H  5.99198  0.55337  -2.18987
H  6.99092  1.84227  0.39741
H  5.35616  1.41919  -0.07280
C  -7.38534  -3.82833  -0.07612
C  -5.89895  -4.10034  -0.19839
C  -5.53651  -4.75590  -1.54136
C  -5.92932  -3.91785  -2.64788
N  -6.19241  -3.26977  -3.53583
H  -7.85437  -3.14244  -0.78158
H  -7.55579  -3.47209  0.93982
H  -7.94319  -4.75407  -0.21724
H  -5.66380  -4.80337  0.60072
H  -5.31526  -3.19475  -0.03314
H  -6.11564  -5.66898  -1.67924
H  -4.48149  -5.01640  -1.62598
C  0.31897  8.26435  2.52041
C  1.63310  7.45700  2.33999
C  2.91122  8.34980  2.32306
C  2.78332  9.31869  1.19263
N  2.66008  10.10245  0.38138
H  0.25140  8.76880  1.55653
H  0.43441  8.97049  3.34268
H  -0.57424  7.66103  2.68251
H  1.66730  6.86502  1.42539
H  1.86364  6.79388  3.17379
H  3.80171  7.72755  2.23401
H  2.90601  8.92332  3.24997
C  -4.96218  4.12685  3.60583
C  -6.20128  4.12267  2.70959
C  -5.95856  4.47195  1.24199
C  -5.49053  5.86712  1.03788
N  -5.16755  6.97017  0.88561
H  -5.22490  3.60260  4.52466
H  -4.64217  5.14403  3.83173
H  -4.06910  3.64774  3.20463
H  -6.93129  4.75877  3.21014
H  -6.58485  3.10499  2.78234
H  -6.95245  4.36604  0.80717
H  -5.31993  3.74383  0.74191
C  4.98619  -4.48038  3.27218
C  4.48603  -3.07603  3.58416
C  3.64514  -3.10798  4.76335
C  4.37728  -3.18113  6.00650
N  4.92406  -3.23230  7.02272
H  5.50978  -5.01685  4.06349
H  5.70335  -4.41081  2.45430
H  4.23341  -5.16986  2.89003
H  3.95799  -2.65600  2.72809
H  5.32312  -2.38426  3.67818
H  2.95795  -3.95331  4.72722
H  3.10307  -2.16240  4.75185



# 2
Molecular formula: C43H83NO21
Method: DFT, wB97M-V/def2-TZVPD

Properties
**LUMO energy**: 0.5 eV
**E_HOMO**: -0.3655 hartree
**Net charge**: 0
**M**: 950.1 g mol⁻¹
**SMILES**: CCOC(C)=O.CCOC(C)=O.CCOC(C)=O.CCOC(C)=O.CCOC(C)=O.CCOC(C)=O.CCOC(C)=O.CCOC(C)=O.CCOC(C)=O.O=C1OCCO1.CCCC#N

CARTESIAN COORDINATES (ANGSTROEM)
C  4.15157  -9.72551  18.32479
C  5.05537  -8.56793  18.71209
O  4.23619  -7.37339  18.61442
C  4.66170  -6.23776  19.14563
C  3.53683  -5.22974  19.33517
O  5.79594  -5.92500  19.43326
H  3.24472  -9.75247  18.92308
H  4.65357  -10.67812  18.49602
H  3.86441  -9.62400  17.27888
H  5.45659  -8.63868  19.72170
H  5.86349  -8.41311  17.99719
H  3.96906  -4.49408  20.00874
H  2.67867  -5.71116  19.80001
H  3.25275  -4.78848  18.38234
C  -0.60537  -11.76992  20.11184
C  0.85667  -11.38402  19.85332
O  1.01097  -10.01538  19.54339
C  0.77682  -9.63541  18.25476
C  1.05036  -8.17597  18.05790
O  0.52751  -10.41108  17.37174
H  -1.24578  -11.39464  19.31606
H  -0.95859  -11.38687  21.06948
H  -0.69087  -12.85615  20.16332
H  1.45830  -11.62375  20.73248
H  1.30194  -12.00762  19.07297
H  0.64540  -7.56681  18.86375
H  0.62464  -7.82380  17.12695
H  2.12894  -8.04649  18.10716
C  3.94808  -9.79746  22.12046
C  3.91002  -8.29602  22.01851
O  5.21737  -7.76806  22.23392
C  5.39398  -6.51595  22.62744
C  6.85615  -6.13371  22.64157
O  4.52249  -5.71399  22.87961
H  4.82420  -10.20774  21.61761
H  3.07417  -10.22672  21.62606
H  3.87779  -10.10907  23.16178
H  3.56212  -7.91028  21.05755
H  3.19603  -7.94334  22.76813
H  7.09698  -5.65763  21.69191
H  7.46279  -7.02486  22.78711
H  7.00057  -5.40057  23.43171
C  -2.43210  -7.53759  17.87166
C  -2.02895  -6.36469  16.99876
O  -2.02208  -5.15054  17.74019
C  -0.89298  -4.76904  18.33613
C  -1.08198  -3.58905  19.25340
O  0.19174  -5.29336  18.23465
H  -2.12643  -8.45965  17.36292
H  -3.51880  -7.63999  17.90506
H  -2.00806  -7.56807  18.87366
H  -1.04018  -6.54703  16.57555
H  -2.71225  -6.30430  16.15396
H  -1.06292  -2.66218  18.68229
H  -0.23770  -3.62622  19.93279
H  -2.01874  -3.72416  19.79163
C  0.61404  0.07995  27.82840
C  0.30005  1.22253  26.86988
O  0.03464  0.72764  25.54674
C  -1.15338  0.23668  25.19712
C  -1.19255  -0.15266  23.74244
O  -2.08921  0.08367  25.94511
H  1.31311  -0.66432  27.44345
H  -0.27728  -0.46483  28.13242
H  1.10744  0.47670  28.71901
H  -0.56580  1.81001  27.18038
H  1.12496  1.92117  26.75071
H  -2.00755  -0.85602  23.58372
H  -0.27876  -0.71215  23.53233
H  -1.29362  0.68955  23.06352
C  2.44753  -7.75913  26.67673
C  2.08832  -7.20220  25.31640
O  1.93870  -8.33195  24.42592
C  0.72640  -8.83794  24.20507
C  0.81068  -10.16292  23.49631
O  -0.31400  -8.26841  24.44797
H  1.64729  -8.34445  27.14272
H  2.48616  -6.94512  27.41047
H  3.37885  -8.31294  26.76672
H  1.23389  -6.52931  25.34917
H  2.88260  -6.59542  24.88240
H  1.47885  -10.81375  24.05511
H  1.28149  -9.93054  22.53708
H  -0.19629  -10.52109  23.31469
C  -0.80601  -3.15074  26.58831
C  -0.19732  -4.13534  27.52415
O  0.69197  -3.36990  28.35864
C  1.94611  -3.69436  28.60722
C  2.70206  -2.53934  29.25531
O  2.49262  -4.73315  28.31509
H  -0.09463  -2.71829  25.88170
H  -1.31214  -2.29664  27.03952
H  -1.59414  -3.61107  25.98295
H  -0.95916  -4.54605  28.19040
H  0.35114  -4.96317  27.07455
H  1.94973  -1.85610  29.63776
H  3.47697  -2.07208  28.65333
H  3.27452  -3.03466  30.04297
C  6.04296  -3.70881  25.49337
C  4.98245  -3.24312  26.47223
O  4.03192  -2.37108  25.82503
C  3.07940  -2.87004  25.04734
C  2.35888  -1.77190  24.29936
O  2.80090  -4.03516  24.89821
H  6.61682  -2.89686  25.04276
H  5.53994  -4.25309  24.69143
H  6.78544  -4.35087  25.96860
H  4.39813  -4.08350  26.84916
H  5.39250  -2.65296  27.28832
H  2.22940  -2.11337  23.27509
H  2.94514  -0.85508  24.29845
H  1.40838  -1.56128  24.78520
C  -4.91984  -2.63855  17.78218
C  -5.91309  -3.38207  18.63153
O  -5.34512  -4.51058  19.31651
C  -4.54138  -4.24370  20.36085
C  -4.05639  -5.51870  20.99163
O  -4.26679  -3.14259  20.76925
H  -4.04602  -2.30715  18.34441
H  -5.33758  -1.75538  17.29814
H  -4.48979  -3.25232  16.98400
H  -6.28277  -2.72625  19.42662
H  -6.78971  -3.74327  18.09996
H  -3.31934  -5.30266  21.75566
H  -3.69293  -6.20308  20.23060
H  -4.92496  -5.95021  21.49539
O  -6.21188  -6.62054  23.58630
C  -5.16416  -6.98353  24.04363
O  -4.08611  -6.21840  24.13542
C  -3.02120  -6.95602  24.75003
C  -3.53858  -8.39311  24.68985
O  -4.94577  -8.21417  24.53983
H  -2.14931  -6.83203  24.11428
H  -2.81550  -6.58747  25.75439
H  -3.24180  -8.99979  25.54122
H  -3.16030  -8.89802  23.79763
C  -0.63508  -4.02141  22.81670
C  0.68874  -4.82395  22.73296
C  0.66084  -5.88172  21.61626
C  -0.56766  -6.68541  21.55278
N  -1.54060  -7.28892  21.45108
H  -0.94513  -3.65992  21.84097
H  -0.53286  -3.20120  23.52586
H  -1.40362  -4.68931  23.20936
H  0.79861  -5.40153  23.65057
H  1.57545  -4.20516  22.64194
H  1.54111  -6.52253  21.67551
H  0.67740  -5.37407  20.64571



# 3
Molecular formula: C43H84F9N3O3PS
Method: DFT, wB97M-V/def2-TZVPD

Properties
**LUMO energy**: -4.1 eV
**E_HOMO**: -0.4320 hartree
**Net charge**: +1
**M**: 925.2 g mol⁻¹

CARTESIAN COORDINATES (ANGSTROEM)
C  0.30879  4.10893  2.38196
C  1.09747  5.41487  2.20439
C  2.09021  5.24403  1.02910
C  3.20220  6.33304  0.97272
C  4.62775  5.72304  0.95713
C  4.78458  4.71747  -0.21876
C  4.95720  3.26167  0.28004
C  4.75127  2.32083  -0.94197
C  3.24239  2.18158  -1.22943
C  2.98274  2.02183  -2.75807
N  1.82403  2.84068  -3.20397
C  0.64061  2.36734  -3.11224
N  -0.52101  3.06079  -3.52498
C  -1.52906  1.98882  -3.75942
P  -3.27077  2.57287  -4.09862
C  -3.07797  3.44769  -5.72772
O  -3.68552  3.81486  -3.05038
C  -1.22970  1.11271  -2.51879
C  -1.84659  1.56998  -1.18751
C  -2.39854  0.35502  -0.41905
C  -2.88797  0.84504  0.96891
C  -4.12942  1.75680  0.82114
C  -3.86230  3.19078  1.26755
O  -5.12984  3.86686  1.46096
C  -5.08460  4.79701  2.46056
C  -3.93337  5.79932  2.50760
O  -5.92550  4.84071  3.27479
N  0.28024  1.11513  -2.61447
S  0.69423  -0.28213  -3.59648
C  2.07165  4.17838  -3.74245
F  3.27962  4.53325  -3.37669
F  1.25855  5.07273  -3.22330
C  2.05072  4.15903  -5.32642
F  3.26139  4.49145  -5.75863
F  1.80670  2.94516  -5.81243
C  1.07031  5.16171  -6.01424
F  -0.17816  5.07295  -5.57233
F  1.02578  4.79991  -7.29277
C  1.53876  6.66632  -5.98772
F  0.49410  7.44199  -6.06023
F  2.32792  6.95161  -4.98024
F  2.24282  6.88250  -7.08611
H  0.97603  3.23965  2.31831
H  -0.18248  4.03380  3.35749
H  -0.45557  3.96833  1.60616
H  1.60856  5.70963  3.12526
H  0.41839  6.23548  1.94281
H  1.49926  5.25679  0.10113
H  2.52479  4.24466  1.13036
H  3.09902  6.87078  0.02483
H  3.07506  6.99563  1.83241
H  5.32165  6.54623  0.76119
H  4.87074  5.23594  1.90543
H  3.88700  4.74328  -0.84876
H  5.64067  4.97778  -0.84790
H  4.19515  2.98263  1.01575
H  5.94797  3.14333  0.72546
H  5.31503  2.75446  -1.77744
H  5.21109  1.34649  -0.74715
H  2.92528  1.24573  -0.75826
H  2.63560  2.97808  -0.78939
H  3.86599  2.23596  -3.35622
H  2.78701  0.96418  -2.92424
H  -0.73056  3.58593  -2.66653
H  -1.22114  1.58077  -4.72915
H  -2.85617  4.50947  -5.59423
H  -2.20274  3.01654  -6.23360
H  -3.94044  3.28712  -6.37209
H  -2.96930  4.01852  -2.43185
H  -1.66632  0.13882  -2.73823
H  -1.16443  2.16535  -0.56643
H  -2.71468  2.21045  -1.38878
H  -1.64806  -0.43646  -0.30799
H  -3.24509  -0.06632  -0.97484
H  -2.04870  1.42920  1.37165
H  -3.07745  -0.00286  1.62750
H  -4.49999  1.79581  -0.21066
H  -4.94765  1.36832  1.43324
H  -3.31306  3.77621  0.51599
H  -3.35375  3.17395  2.23680
H  -3.68752  6.19306  1.51518
H  -4.16861  6.62366  3.17474
H  -3.03556  5.29794  2.88790
H  -0.23867  -0.35048  -4.58411
C  0.23211  -5.73486  3.47795
C  -0.43110  -5.97129  2.12478
C  0.07229  -5.02637  1.03438
C  -0.20092  -3.54394  1.29112
C  -1.67302  -3.18691  1.48893
C  -2.53295  -3.48071  0.26401
H  0.02606  -4.73299  3.86028
H  -0.14015  -6.44888  4.21398
H  1.31479  -5.85985  3.40728
H  -1.51694  -5.89329  2.22834
H  -0.22840  -6.99914  1.81124
H  -0.37309  -5.32053  0.07859
H  1.15204  -5.16370  0.91473
H  0.19653  -2.96613  0.44790
H  0.36290  -3.21543  2.16899
H  -1.74224  -2.11767  1.71706
H  -2.08001  -3.70969  2.35817
H  -2.17019  -2.92254  -0.60389
H  -3.56747  -3.18382  0.44929
H  -2.53838  -4.54179  0.01229
C  -1.00225  -8.40805  -1.75755
C  0.47001  -8.09810  -1.50644
C  1.10644  -7.26395  -2.61742
C  1.13291  -7.93333  -3.99347
C  1.85152  -9.28127  -4.04048
C  3.33137  -9.18769  -3.68240
H  -1.14296  -8.99830  -2.66408
H  -1.41766  -8.98052  -0.92649
H  -1.58257  -7.48688  -1.85351
H  1.02288  -9.02973  -1.36076
H  0.55394  -7.54429  -0.56664
H  2.12581  -6.99932  -2.32036
H  0.56467  -6.31510  -2.70376
H  1.61216  -7.24980  -4.70244
H  0.10894  -8.06664  -4.35420
H  1.76125  -9.68583  -5.05209
H  1.35867  -9.99983  -3.38035
H  3.85397  -8.51327  -4.36444
H  3.80288  -10.16907  -3.75452
H  3.48001  -8.82822  -2.66282
C  -2.26223  -2.21008  8.87567
C  -2.64311  -2.16089  7.39946
C  -1.75135  -3.03444  6.51741
C  -0.27393  -2.63636  6.49786
C  0.00131  -1.20095  6.05155
C  -0.44524  -0.92374  4.62012
H  -1.25111  -1.83668  9.04582
H  -2.94254  -1.59316  9.46465
H  -2.31989  -3.23126  9.25765
H  -2.63014  -1.12436  7.05010
H  -3.67570  -2.50462  7.29389
H  -2.14617  -3.02458  5.49604
H  -1.82511  -4.07284  6.85528
H  0.26113  -3.32411  5.83436
H  0.15785  -2.78515  7.49110
H  1.07651  -1.01566  6.12608
H  -0.47749  -0.48986  6.72975
H  0.06275  -1.59224  3.92026
H  -0.20495  0.10468  4.33890
H  -1.52260  -1.05344  4.49961